# 1
{"formula": "H2NO2P", "method": "ωB97M-V with the def2-TZVPD basis set", "e_above_lowest_kj_mol": 420.3, "orbital_gap_ha": [0.3164, 0.3163], "energy_ev": -14902.4090, "smiles": "O=N[PH2]=O", "species": ["N", "O", "O", "P", "H", "H"], "coordinates": [[1.069775, 0.414708, -0.503609], [1.814627, 0.905409, 0.268896], [0.048631, -1.469828, 0.040307], [-0.501152, -0.117645, 0.034107], [-1.454851, 0.204126, -1.062089], [-0.977030, 0.063231, 1.222386]], "forces_ev_per_a": [[0.5, 1.6, -0.9], [0.7, 0.3, 0.5], [-0.1, -2.5, 0.0], [-0.4, -1.1, -3.8], [0.8, 0.1, 1.3], [-1.5, 1.6, 2.8]]}

# 2
{"formula": "C43H66F4N8O3", "method": "ωB97M-V with the def2-TZVPD basis set", "orbital_gap_ha": 0.3231, "energy_ev": -74590.8151, "smiles": "CCCCCCCc1cc(F)c2c(c1COC(F)(F)F)C(=O)N(CNC)C2=O.CCCC#N.CCCC#N.CCCC#N.CCCC#N.CCCC#N.CCCC#N", "species": ["C", "C", "C", "C", "C", "C", "C", "C", "C", "C", "F", "C", "C", "C", "C", "O", "C", "F", "F", "F", "C", "O", "N", "C", "N", "C", "C", "O", "H", "H", "H", "H", "H", "H", "H", "H", "H", "H", "H", "H", "H", "H", "H", "H", "H", "H", "H", "H", "H", "H", "H", "H", "C", "C", "C", "C", "N", "H", "H", "H", "H", "H", "H", "H", "C", "C", "C", "C", "N", "H", "H", "H", "H", "H", "H", "H", "C", "C", "C", "C", "N", "H", "H", "H", "H", "H", "H", "H", "C", "C", "C", "C", "N", "H", "H", "H", "H", "H", "H", "H", "C", "C", "C", "C", "N", "H", "H", "H", "H", "H", "H", "H", "C", "C", "C", "C", "N", "H", "H", "H", "H", "H", "H", "H"], "coordinates": [[-1.216910, -0.258856, 2.955045], [-2.592205, -0.966421, 2.639941], [-3.001684, -0.520053, 1.152659], [-4.578173, -0.557726, 1.062340], [-5.272322, 0.851196, 1.034545], [-4.825269, 1.840561, 2.170458], [-4.706629, 3.318352, 1.553033], [-3.251272, 3.426722, 0.978058], [-3.016364, 2.924677, -0.373643], [-1.696960, 2.956001, -0.994282], [-1.453532, 2.481213, -2.236113], [-0.634980, 3.519791, -0.222677], [-0.873986, 4.061100, 1.127561], [-2.160294, 4.020488, 1.764982], [-2.377744, 4.608457, 3.183498], [-1.185879, 4.776560, 3.962828], [-0.958000, 3.739790, 4.813330], [0.316444, 3.902717, 5.281280], [-0.991148, 2.528852, 4.215280], [-1.757324, 3.803088, 5.917693], [0.524887, 4.614759, 1.566692], [0.833607, 5.543815, 2.224511], [1.411809, 3.688810, 0.866125], [1.444676, 2.316946, 1.450626], [2.750513, 2.073775, 2.108423], [3.652168, 1.335261, 1.167103], [0.887262, 3.725584, -0.493508], [1.494668, 3.916022, -1.493478], [-1.079834, -0.119697, 4.060744], [-1.271708, 0.767959, 2.499121], [-0.339631, -0.763470, 2.480708], [-2.519341, -2.067425, 2.735993], [-3.380125, -0.566537, 3.321169], [-2.547832, 0.454851, 0.853993], [-2.584875, -1.305128, 0.467977], [-4.954498, -1.224081, 1.897441], [-4.839579, -1.086165, 0.109032], [-6.370277, 0.665062, 1.190687], [-5.175034, 1.252871, 0.000447], [-3.801818, 1.608217, 2.574089], [-5.508427, 1.838975, 3.053737], [-4.817622, 4.078685, 2.368558], [-5.443929, 3.475880, 0.729994], [-3.834259, 2.501443, -0.996059], [-3.027134, 3.871077, 3.736642], [-2.999324, 5.537157, 3.113863], [0.673121, 2.177233, 2.251462], [1.215941, 1.536615, 0.668117], [2.503076, 1.450387, 2.884236], [4.677543, 1.762683, 1.299382], [3.310936, 1.544846, 0.139563], [3.626974, 0.233649, 1.373639], [4.046701, -0.127426, -4.730556], [2.833248, 0.656860, -4.249613], [3.209011, 1.897890, -3.434927], [3.972905, 1.502379, -2.224993], [4.562776, 1.192692, -1.290642], [4.633548, -0.514967, -3.893225], [3.732055, -0.983132, -5.329666], [4.695057, 0.496555, -5.345195], [2.199690, -0.001629, -3.648258], [2.244415, 0.965846, -5.116056], [2.309746, 2.432811, -3.125597], [3.818449, 2.578606, -4.032704], [6.322585, -2.098662, -7.576929], [5.346321, -2.248246, -8.736726], [4.945711, -0.905802, -9.353732], [4.279963, -0.054754, -8.335913], [3.766210, 0.597499, -7.545967], [5.883410, -1.535443, -6.749664], [6.603028, -3.079125, -7.188411], [7.232698, -1.587447, -7.896892], [4.454333, -2.774428, -8.385219], [5.803644, -2.871620, -9.508412], [4.258410, -1.063968, -10.186568], [5.824724, -0.382100, -9.734980], [-10.076061, -2.397823, 2.180956], [-10.203724, -1.420214, 3.344238], [-9.289625, -0.200298, 3.199910], [-7.869631, -0.629797, 3.151102], [-6.774042, -0.964669, 3.114006], [-9.068760, -2.813794, 2.114285], [-10.764542, -3.234485, 2.311027], [-10.310192, -1.909961, 1.231276], [-9.975227, -1.944498, 4.275711], [-11.240264, -1.081069, 3.412631], [-9.425817, 0.474613, 4.046654], [-9.526155, 0.350205, 2.286723], [-0.632389, -5.941139, 0.182579], [-0.961566, -6.065680, 1.666301], [-2.459216, -5.934190, 1.957577], [-2.949722, -4.604460, 1.517311], [-3.323977, -3.576123, 1.176139], [-0.904401, -4.958595, -0.208311], [0.438933, -6.069874, 0.019310], [-1.158510, -6.701117, -0.400927], [-0.409686, -5.300288, 2.218091], [-0.613425, -7.036170, 2.028240], [-2.645604, -6.043158, 3.027368], [-3.021325, -6.711024, 1.435194], [-0.968534, 1.249523, 8.453483], [-2.354700, 1.366182, 9.076795], [-2.893964, 0.026437, 9.586328], [-3.006216, -0.940023, 8.464727], [-3.092052, -1.683737, 7.597162], [-0.976489, 0.602884, 7.573504], [-0.613522, 2.230091, 8.131994], [-0.248878, 0.845879, 9.170460], [-3.042601, 1.783938, 8.336904], [-2.312293, 2.071922, 9.910081], [-3.879601, 0.163402, 10.034412], [-2.230713, -0.388933, 10.347797], [11.078463, -0.372243, -7.682092], [11.588553, -1.804317, -7.562470], [11.465366, -2.592284, -8.870042], [10.042391, -2.674711, -9.283941], [8.942511, -2.736008, -9.599059], [10.013617, -0.343496, -7.922182], [11.212297, 0.158430, -6.738163], [11.620828, 0.173638, -8.458316], [11.033550, -2.314043, -6.770652], [12.637571, -1.784510, -7.257630], [11.854160, -3.603392, -8.738362], [12.038882, -2.109950, -9.664160]], "forces_ev_per_a": [[-0.6, 0.3, 0.2], [0.9, 1.8, -1.0], [-0.5, -1.5, 0.8], [0.4, -0.4, -0.5], [-0.5, -1.1, 0.8], [0.4, 0.9, -0.7], [1.3, -0.6, 0.5], [0.5, 0.3, -1.0], [1.5, 0.5, 0.2], [-0.2, 1.2, 2.5], [-0.5, 0.3, 1.0], [-1.0, 0.5, 0.4], [-1.2, -0.3, -1.2], [0.8, -0.3, -1.8], [-1.7, -1.4, -0.3], [-0.6, -0.7, -0.1], [2.0, 1.2, 0.5], [-1.2, -0.2, -0.4], [-0.7, 0.8, 0.8], [0.2, -0.7, -1.2], [-1.3, -2.1, -0.5], [0.1, 0.2, 0.1], [1.3, 0.8, -0.6], [0.4, -0.4, 1.0], [-1.3, -1.1, -0.6], [0.0, 0.8, 1.0], [-1.9, -0.9, 1.6], [0.0, -0.2, -0.2], [0.2, -0.3, -1.0], [0.2, -0.8, 0.5], [-0.7, 0.2, 0.5], [-0.2, 0.8, -0.1], [0.6, -0.5, -0.3], [-0.5, -0.6, 0.4], [-0.4, 0.8, 0.4], [0.4, 1.1, -1.1], [0.0, 0.4, 0.7], [0.9, 0.3, -0.3], [0.1, 0.0, 0.9], [-0.9, -0.1, -0.4], [0.3, -0.1, -0.8], [-0.2, -0.5, -0.9], [0.5, 0.0, 0.8], [0.6, 0.4, 0.8], [0.4, 0.7, -0.5], [1.1, -0.4, 0.3], [0.3, 0.5, -0.7], [0.2, 0.9, 0.4], [0.4, 0.4, -0.2], [-0.8, -0.7, -0.3], [0.2, -0.2, 1.1], [0.2, 0.9, -0.4], [0.1, -0.1, 0.3], [0.1, -0.3, -0.2], [0.0, -0.4, 0.4], [-0.3, 0.5, -0.7], [0.6, -0.3, -1.0], [-0.1, 0.1, 0.1], [0.0, 0.1, 0.0], [0.0, -0.1, 0.1], [0.0, 0.1, 0.0], [0.0, 0.1, 0.1], [0.2, 0.1, 0.1], [0.0, 0.0, 0.1], [0.0, 0.0, 0.1], [0.2, -0.2, 0.2], [-0.3, 0.0, 0.5], [0.3, -0.2, -0.8], [-0.2, 0.2, -0.1], [0.0, 0.0, -0.1], [0.0, 0.0, -0.1], [0.0, -0.1, 0.0], [0.0, 0.1, -0.1], [0.0, 0.1, 0.0], [0.0, 0.1, 0.0], [0.0, 0.0, 0.1], [0.0, 0.0, 0.0], [-0.1, -0.3, -0.1], [0.4, -0.4, 0.1], [-0.7, 0.5, 0.0], [-0.2, -0.2, 0.4], [0.0, 0.1, 0.0], [0.0, 0.1, 0.0], [0.0, 0.0, 0.0], [0.0, 0.1, 0.0], [0.1, 0.1, 0.1], [0.1, 0.0, -0.1], [0.1, 0.0, 0.0], [0.1, 0.0, 0.0], [0.2, 0.0, -0.2], [0.1, 0.5, -0.1], [0.0, -0.8, 0.3], [-0.1, -0.1, -0.2], [-0.1, 0.0, 0.0], [-0.1, 0.0, 0.0], [0.0, 0.0, 0.0], [-0.1, -0.1, 0.1], [-0.1, 0.0, 0.1], [-0.1, 0.1, -0.1], [0.0, 0.1, 0.0], [0.0, 0.1, 0.0], [0.2, 0.2, -0.1], [0.0, -0.1, -0.5], [0.0, 0.4, 0.8], [0.0, -0.1, -0.2], [0.0, 0.0, 0.1], [0.0, 0.0, 0.0], [0.0, 0.0, 0.0], [-0.1, -0.1, 0.1], [-0.1, -0.1, 0.0], [0.0, -0.1, 0.0], [0.0, -0.1, -0.1], [0.0, 0.0, 0.0], [0.0, 0.3, 0.2], [-0.5, 0.0, 0.2], [0.9, -0.1, 0.0], [-0.3, 0.0, -0.1], [0.0, 0.0, 0.0], [0.0, 0.0, -0.1], [0.0, 0.0, 0.0], [0.1, -0.1, -0.1], [0.0, -0.1, -0.1], [-0.1, 0.0, -0.1], [-0.1, 0.0, 0.0]]}

# 3
{"formula": "C9H14O", "method": "ωB97M-V with the def2-TZVPD basis set", "e_above_lowest_kj_mol": 577.0, "orbital_gap_ha": 0.3248, "energy_ev": -11601.6561, "smiles": "C=C(C)C(C)(C)CC1=CO1", "species": ["C", "C", "C", "C", "C", "C", "C", "C", "C", "O", "H", "H", "H", "H", "H", "H", "H", "H", "H", "H", "H", "H", "H", "H"], "coordinates": [[2.304282, -0.003201, 0.407986], [1.188072, 0.691315, 1.077816], [-1.875372, -0.990463, -0.444204], [3.522972, -0.488613, 0.608021], [-0.619164, -0.797520, -0.044332], [-0.062914, 0.627116, 0.011012], [0.328460, -1.965970, 0.068688], [-1.187685, 1.565822, 0.612080], [0.461637, 1.205239, -1.404769], [2.699203, -0.220285, -0.812849], [0.894781, 0.272024, 2.041254], [1.552702, 1.742826, 1.077241], [-2.583850, -0.285692, -0.587701], [-2.322338, -1.888136, -0.355727], [4.286602, -1.337196, 0.663286], [1.078717, -1.825231, 0.879781], [0.918044, -1.969087, -0.875229], [-0.092444, -2.912393, 0.064694], [-1.925446, 1.060419, 1.242677], [-1.793489, 1.970553, -0.232456], [-0.768841, 2.432930, 1.133900], [1.059389, 2.069030, -1.087752], [-0.414545, 1.557505, -1.993103], [1.048739, 0.416435, -1.851319]], "forces_ev_per_a": [[2.5, -0.9, 3.0], [-1.3, 0.3, -3.1], [2.6, 0.3, 1.3], [0.6, -1.0, 0.0], [0.0, 0.1, -1.2], [0.1, 1.0, 1.4], [1.9, 2.2, -0.6], [0.0, 0.2, -1.4], [-1.5, -0.2, 2.2], [0.1, 0.0, -1.7], [0.4, 0.2, -0.1], [-0.6, -0.5, 0.6], [-1.7, 2.8, -0.6], [-1.0, -3.5, -0.2], [-1.8, 1.6, 0.1], [-0.7, -0.5, -0.4], [0.0, 0.1, 0.6], [-1.3, -1.7, 0.5], [0.5, -0.1, 0.2], [0.4, -0.2, 0.5], [0.0, -0.2, 0.0], [0.1, -0.1, -0.7], [0.7, -0.5, 0.2], [0.0, 0.4, -0.6]]}

# 4
{"formula": "C2H3N3O3", "method": "ωB97M-V with the def2-TZVPD basis set", "e_above_lowest_kj_mol": 433.5, "orbital_gap_ha": 0.3281, "energy_ev": -12729.4654, "species": ["C", "C", "H", "H", "H", "N", "N", "N", "O", "O", "O"], "coordinates": [[-0.801275, -0.360332, -0.694387], [-0.302432, -0.337663, 0.720749], [-2.513121, -1.087989, -0.170708], [2.033042, 0.265346, -1.272234], [1.333043, 2.178469, 0.684158], [0.078121, -0.012349, -1.632661], [1.061105, 0.581614, -0.952305], [1.013697, -0.004357, 0.434478], [-1.982098, -0.737430, -1.018688], [1.523583, 1.075136, 1.242337], [-0.704135, -0.477982, 1.733103]], "forces_ev_per_a": [[2.2, -0.1, -1.8], [5.0, 2.5, -11.3], [1.8, 1.2, -2.7], [-1.8, 0.5, 0.1], [0.4, -5.3, 2.0], [-3.5, -1.0, 1.8], [3.8, -1.4, 1.8], [2.7, 4.2, -1.0], [-4.4, -2.0, 2.0], [-0.5, 3.3, -1.5], [-5.6, -2.0, 10.6]]}

# 5
{"formula": "C3H9NOS2", "method": "ωB97M-V with the def2-TZVPD basis set", "e_above_lowest_kj_mol": 140.7, "orbital_gap_ha": 0.3459, "energy_ev": -28463.9807, "smiles": "N[C@H](CO)CSS", "species": ["N", "C", "C", "O", "C", "S", "S", "H", "H", "H", "H", "H", "H", "H", "H", "H"], "coordinates": [[-1.297479, -0.730079, 0.689354], [-0.345684, -0.360056, -0.360840], [0.853377, -1.394294, -0.567432], [0.509482, -2.434982, -1.543552], [0.255675, 1.114285, -0.204425], [-1.071832, 2.344517, 0.313538], [-0.207836, 3.015382, 2.135180], [-1.737501, -1.535864, 0.214306], [-0.896433, -1.034724, 1.579760], [-0.818435, -0.434737, -1.309131], [1.146259, -1.795740, 0.443625], [1.736838, -0.898962, -0.978751], [-0.468728, -2.453729, -1.636280], [0.988847, 1.041374, 0.640562], [0.735770, 1.610397, -1.012327], [0.617679, 3.947212, 1.596412]], "forces_ev_per_a": [[-0.2, -0.7, -1.5], [2.7, 0.7, 0.3], [-0.6, 0.2, 0.2], [-0.6, 0.8, 1.1], [-1.2, -1.1, 2.4], [1.3, -0.2, 1.0], [-0.4, 0.0, -1.1], [-0.2, 0.4, 1.3], [0.2, 0.1, -0.6], [-1.0, 0.3, -0.8], [-0.4, -0.1, -1.0], [-0.1, 0.0, 0.0], [1.0, -0.1, 0.2], [-0.7, 0.4, -0.6], [0.4, -0.4, -1.1], [-0.2, -0.2, 0.2]]}

# 6
{"formula": "C11H15BN5O3RuS", "method": "ωB97M-V with the def2-TZVPD basis set", "orbital_gap_ha": [0.2259, 0.2397], "multiplicity": 6, "energy_ev": -39333.7429, "species": ["Ru", "N", "C", "C", "O", "N", "C", "C", "O", "O", "H", "H", "H", "H", "H", "H", "N", "C", "S", "C", "C", "C", "N", "C", "C", "H", "H", "H", "H", "H", "H", "B", "C", "N", "H", "H", "H"], "coordinates": [[-0.556313, -0.038707, 1.165368], [-1.850757, 0.757952, 2.912571], [-2.905129, 1.624194, 2.324637], [-3.555012, 0.809295, 1.247401], [-4.736956, 0.648656, 1.115231], [-2.582720, 0.161941, 0.408712], [-2.990838, -1.041326, -0.199639], [-2.409085, -2.233737, 0.711361], [-2.907070, -3.311037, 0.656093], [-1.355443, -1.881149, 1.470683], [-2.265254, -0.033374, 3.398624], [-1.302064, 1.277482, 3.591994], [-2.395451, 2.480947, 1.882109], [-3.643972, 1.969006, 3.039290], [-2.473720, -1.203302, -1.147676], [-4.061560, -1.185744, -0.292970], [4.188845, -2.722598, -3.043248], [3.658377, -1.477568, -3.150582], [4.253338, -0.349762, -4.131915], [2.483448, -1.252676, -2.224369], [1.722863, -0.088306, -2.331992], [0.645238, 0.129488, -1.532642], [0.234284, -0.779615, -0.578217], [0.991636, -1.928019, -0.456539], [2.084394, -2.162068, -1.242297], [4.896090, -2.928981, -3.733096], [3.662039, -3.505712, -2.700775], [1.991111, 0.641518, -3.085572], [0.054679, 1.030862, -1.603468], [0.649002, -2.636027, 0.283279], [2.609814, -3.090355, -1.058820], [1.542256, 4.236402, 1.400076], [0.909976, 2.791375, 1.356005], [0.446793, 1.726554, 1.327838], [2.125164, 4.286739, 2.472683], [2.257095, 4.273386, 0.409646], [0.584904, 5.004266, 1.340215]], "forces_ev_per_a": [[-2.2, 0.4, 1.1], [-0.4, 0.5, 0.9], [0.6, 0.0, 0.2], [1.2, -1.1, -1.6], [-0.5, 0.2, 0.2], [-0.1, 1.6, 1.2], [0.9, -1.3, 0.6], [0.2, 1.2, -0.1], [-0.1, -0.9, 0.1], [-0.7, -0.9, -0.3], [0.0, 0.0, 0.0], [0.0, 0.0, 0.0], [-0.1, 0.1, 0.0], [-0.1, 0.0, 0.1], [-0.2, 0.1, -0.2], [-0.1, 0.1, 0.0], [0.2, 0.2, -0.5], [-0.7, -1.1, 1.1], [0.3, 0.7, -0.5], [-0.2, 0.3, 0.1], [0.7, 0.0, -0.8], [-0.9, -1.1, 1.4], [2.4, -1.1, -2.9], [-1.3, 1.6, -0.2], [0.7, -0.4, -0.4], [0.0, -0.1, 0.1], [-0.1, 0.0, 0.1], [0.0, 0.0, 0.1], [-0.1, 0.1, 0.0], [-0.1, 0.0, 0.1], [0.1, 0.1, 0.0], [-0.3, -0.2, 0.0], [0.1, 0.4, 0.1], [0.5, 0.7, 0.2], [0.0, 0.1, -0.3], [-0.1, 0.1, 0.3], [0.3, -0.2, 0.0]]}